Record 1
{"formula": "C19H17BrIrN3O4S3SbSe", "method": "ωB97M-V/def2-TZVPD", "symbols": ["H", "C", "C", "H", "S", "C", "O", "O", "C", "H", "C", "C", "C", "O", "H", "N", "S", "Ir", "C", "H", "C", "C", "N", "H", "C", "C", "C", "H", "Se", "C", "H", "H", "H", "N", "C", "H", "Br", "H", "C", "C", "S", "Sb", "H", "C", "C", "O", "H", "H", "H", "H"], "positions_angstrom": [[3.132, -1.309, -3.761], [-0.641, 0.937, -4.877], [1.513, 2.549, 0.738], [-0.514, 3.142, 3.893], [3.123, -0.106, 0.810], [2.009, -0.612, -2.065], [0.928, -1.301, 2.509], [2.634, -3.198, 2.276], [0.066, 3.018, 2.990], [-0.687, 1.046, 2.605], [0.925, 4.003, 2.534], [-2.879, -2.322, 0.093], [1.646, 3.766, 1.378], [-0.033, -3.877, 2.305], [2.324, 4.502, 0.972], [-2.771, -2.246, 1.463], [5.506, -1.623, 3.346], [0.798, -0.343, 0.507], [-1.961, -1.459, -0.408], [-2.797, 2.600, -2.930], [0.932, 0.065, -1.515], [-0.024, 1.835, 2.288], [0.695, 1.590, 1.187], [2.693, -1.121, -1.403], [0.250, 0.465, -3.882], [-3.385, -3.132, 2.434], [-1.118, 1.525, -2.226], [1.518, -0.374, -5.405], [1.099, -2.842, 1.832], [0.026, 0.687, -2.475], [-3.571, -2.992, -0.386], [-3.824, -2.555, 3.247], [1.036, 4.933, 3.075], [-1.295, -0.850, 0.633], [-1.746, 1.657, -4.557], [-2.433, 2.011, -5.315], [-1.591, 2.259, -0.533], [-1.725, -1.226, -1.432], [1.381, -0.246, -4.338], [-1.803, -1.363, 1.740], [2.516, 0.324, 4.652], [3.404, -0.951, 3.009], [-0.413, 0.701, -5.910], [-1.963, 1.971, -3.207], [2.258, -0.756, -3.438], [0.973, -2.435, 0.209], [-4.168, -3.701, 1.940], [-2.630, -3.813, 2.824], [-1.467, -1.156, 2.742], [2.055, 2.323, -0.167]], "forces_ev_per_a": [[0.0029, 0.0064, 0.0019], [-0.0018, -0.0057, -0.0059], [-0.0573, 0.0164, -0.0815], [-0.0005, -0.0025, -0.0027], [0.0800, -0.1843, -0.2445], [-0.0484, -0.0795, 0.0080], [-0.6336, -0.0210, -0.3302], [-0.0202, 0.1568, 0.1767], [-0.0211, 0.0640, -0.0331], [0.0660, -0.0796, 0.0673], [-0.0298, -0.0045, 0.0165], [0.0266, -0.0230, 0.0526], [-0.0012, -0.0349, -0.0462], [-0.0020, -0.0565, -0.0782], [0.0053, 0.0001, 0.0029], [-0.0814, 0.0158, -0.0417], [0.0223, -0.1933, -0.1090], [0.2812, 0.6788, 0.8041], [-0.0883, 0.2185, -0.0591], [-0.0064, -0.0107, 0.0013], [-0.4021, -0.0500, -0.1020], [0.0841, -0.0918, 0.0049], [0.3051, -0.1978, 0.2932], [0.0080, 0.0008, 0.0565], [-0.0045, 0.0109, -0.0044], [0.0410, -0.0189, -0.0081], [0.0114, -0.0117, -0.0387], [-0.0060, -0.0021, -0.0004], [0.0636, -0.0268, 0.0347], [0.0567, 0.0826, 0.0164], [-0.0090, 0.0061, -0.0011], [0.0049, -0.0042, 0.0025], [-0.0098, 0.0052, -0.0042], [0.2137, -0.3614, -0.4444], [-0.0133, -0.0040, -0.0105], [0.0022, 0.0042, 0.0010], [-0.1908, -0.0756, -0.0684], [0.0315, -0.0334, 0.0076], [-0.0083, -0.0074, 0.0006], [-0.0773, 0.1544, 0.0134], [-0.0881, -0.1686, -0.0317], [0.3280, 0.5252, 0.1066], [0.0087, 0.0063, 0.0002], [-0.0087, -0.0168, 0.0115], [0.0302, -0.0174, 0.0068], [0.0237, -0.0851, 0.0529], [-0.0204, 0.0141, 0.0054], [-0.0009, 0.0017, 0.0062], [0.0813, -0.0456, -0.0179], [0.0531, -0.0541, 0.0123]], "total_energy_ha": -7714.12464, "gap_ev": 6.95, "total_charge": -1, "e_above_lowest_ev": 0.295}

---

Record 2
{"formula": "C13H44N12O9", "method": "ωB97M-V/def2-TZVPD", "symbols": ["H", "N", "N", "H", "H", "H", "H", "H", "H", "H", "H", "O", "H", "N", "N", "O", "H", "N", "H", "H", "H", "H", "H", "H", "N", "H", "H", "C", "H", "H", "N", "N", "N", "H", "H", "C", "O", "H", "O", "H", "C", "H", "H", "H", "H", "C", "H", "H", "H", "N", "H", "C", "O", "C", "H", "H", "C", "C", "C", "H", "O", "H", "O", "C", "H", "N", "O", "H", "H", "C", "C", "O", "H", "H", "C", "H", "N", "H"], "positions_angstrom": [[2.745, -4.483, 2.922], [-3.845, -2.819, 0.657], [1.320, 2.584, -2.019], [4.798, -1.310, -1.511], [1.132, 3.344, 0.169], [2.416, 2.780, 2.929], [1.337, -1.634, 1.762], [-1.416, 1.442, 0.312], [-1.992, 4.697, -1.220], [-2.979, 0.359, 1.680], [-0.027, -0.015, -2.640], [0.362, -0.686, -5.274], [-1.290, 3.702, 0.647], [-0.411, -1.509, -0.222], [0.086, 0.951, 4.015], [-2.917, -2.515, -1.399], [-1.767, -0.280, -2.676], [-4.414, -0.999, -0.583], [2.659, -5.354, 1.428], [5.771, -0.543, 0.623], [4.474, 0.609, 0.884], [-4.382, -0.563, -1.488], [-2.833, 3.176, -1.020], [2.846, 3.614, 0.524], [2.798, -4.484, 1.919], [-1.441, -1.544, -4.841], [-0.953, 0.863, -3.816], [-0.898, -0.102, -3.305], [0.482, 2.389, -1.505], [-5.045, -0.714, 0.156], [1.920, -2.375, 2.138], [-1.530, 0.430, 0.290], [1.726, 2.053, 2.970], [-3.544, -3.770, 0.766], [1.049, -2.236, -3.270], [1.019, 1.944, 4.121], [0.502, 0.021, 1.210], [-6.209, 0.913, 4.058], [-5.416, -0.292, 1.968], [2.725, -0.328, -2.359], [-4.732, 0.322, 2.788], [-2.877, 1.158, 3.196], [-2.191, 0.116, -0.405], [-0.679, 0.891, 4.656], [0.431, -2.058, -0.054], [-0.431, -0.362, 0.476], [2.381, -1.365, -1.036], [1.481, 2.242, -2.949], [-1.244, -1.807, -0.711], [-5.215, 0.822, 3.949], [2.367, -2.332, 3.032], [-3.692, -2.148, -0.508], [4.952, 0.671, -1.738], [2.093, -3.459, 1.322], [2.323, 0.394, -0.789], [-0.613, -2.693, -2.765], [-1.848, 3.617, -1.210], [0.028, -2.428, -3.606], [2.868, -0.415, -1.275], [0.985, -0.112, -4.817], [1.074, 2.718, 5.070], [-4.504, -2.485, 1.344], [3.552, 3.136, -1.844], [4.374, -0.419, -1.044], [-1.496, 3.237, -2.163], [2.098, 3.372, -0.100], [1.744, -3.495, 0.145], [4.405, 1.473, -1.705], [1.537, 1.433, 2.194], [4.708, -0.357, 0.438], [-0.545, -1.206, -4.318], [-0.996, 3.206, -0.125], [0.074, -3.303, -4.257], [4.232, -1.197, 0.954], [2.418, 3.106, -1.384], [-4.617, 1.385, 4.525], [-3.409, 0.588, 2.564], [0.108, 0.437, 3.146]], "forces_ev_per_a": [[0.0649, -0.4790, 0.0451], [-0.2971, -0.1882, 0.7481], [0.5747, 0.5276, -1.1478], [0.0151, -0.0829, 0.1802], [0.0995, 0.1142, 0.3834], [0.0940, -0.1553, -0.0601], [0.4576, 0.4549, 0.4700], [0.3526, -0.3347, 0.1314], [0.3379, 0.0341, -0.2162], [0.0634, -0.1773, 0.0572], [-0.1098, -0.0254, 0.1648], [-0.1393, 0.0098, -0.3467], [0.1776, -0.0323, 0.0842], [0.5374, 0.9713, 1.2527], [0.1503, -0.5181, -0.1432], [-0.2582, 0.2938, 0.2107], [-0.1417, -0.1867, -0.2179], [0.3651, 0.0833, -0.5681], [0.2202, -0.1269, 0.2786], [0.0770, 0.2831, -0.2774], [-0.3313, -0.0453, -0.0144], [-0.2775, 0.1267, 0.0835], [-0.0452, 0.0330, -0.2563], [-0.1855, 0.1640, 0.0751], [-0.3502, 0.1550, -0.4643], [0.0334, 0.3107, -0.2851], [-0.4514, -0.0562, -0.0961], [1.0276, 0.1224, -0.1106], [0.0451, -0.1713, -0.1647], [0.0357, 0.1267, -0.0298], [-0.4943, -0.6339, -0.9319], [-0.8536, 0.2354, -0.1459], [0.7347, 0.2890, -0.0980], [0.2959, 0.0638, -0.3310], [-0.0907, 0.0986, 0.2160], [-1.3438, 0.9039, 0.2824], [-0.2384, -0.3359, -0.0633], [0.0062, -0.1474, 0.0143], [-0.1862, -0.0389, 0.4206], [-0.0630, 0.2261, 0.0188], [0.6860, 0.3396, -0.8636], [0.0647, 0.0267, -0.0030], [0.0279, -0.0176, -0.0810], [0.1533, -0.0468, 0.1972], [-0.3981, -0.7318, -0.5898], [0.4209, 0.1775, -0.6731], [0.2183, 0.0493, 0.3822], [-0.2760, -0.1022, 0.0437], [0.1627, -0.5591, -0.2443], [-0.2109, -0.0418, 0.3153], [-0.1194, 0.2543, 0.0965], [0.1878, -0.3328, -0.0761], [0.5542, 0.0181, -0.2550], [0.7167, 0.4485, 0.3593], [0.2254, 0.0552, 0.1806], [0.1018, -0.0179, 0.0689], [-1.0428, -0.2585, 0.6055], [0.0124, -0.1030, -0.0748], [-0.2575, -0.6523, -0.8708], [0.1144, -0.1178, 0.0160], [0.4151, -0.4128, -0.2858], [-0.0340, 0.0968, -0.0964], [-0.4272, 0.4245, -0.1525], [-0.5981, 0.8237, 0.2226], [0.3742, 0.1071, 0.1038], [0.5550, 0.6333, 0.5317], [-0.3302, 0.0740, 0.4138], [0.0146, -0.1441, 0.1025], [0.2269, 0.1790, -0.0548], [0.6945, -0.9424, 0.1169], [-0.3116, -0.1761, 0.7766], [0.0567, 0.4314, -0.2413], [-0.0340, 0.1209, -0.1603], [-0.3821, 0.3285, 0.1315], [-0.3819, -1.5362, 0.4174], [-0.1440, 0.0947, 0.0916], [-0.4297, -0.1447, 0.2825], [-0.5149, -0.2368, 0.1183]], "total_energy_ha": -1856.22150, "gap_ev": 8.84, "e_above_lowest_ev": 0.000}

---

Record 3
{"formula": "C21H22N2O5", "method": "ωB97M-V/def2-TZVPD", "symbols": ["O", "C", "H", "H", "H", "N", "C", "C", "H", "C", "C", "H", "C", "H", "H", "C", "C", "C", "H", "C", "C", "H", "H", "O", "O", "C", "H", "O", "C", "O", "H", "H", "C", "N", "H", "H", "C", "H", "H", "C", "C", "H", "H", "C", "C", "H", "H", "C", "H", "C"], "positions_angstrom": [[3.522, -0.357, -1.877], [2.152, 0.782, -0.245], [-1.567, -0.011, 1.813], [-1.704, -5.778, 1.584], [-0.699, -2.128, 1.900], [-4.294, 1.769, -0.332], [-1.681, -0.579, 0.953], [-0.254, 2.068, 0.601], [-1.359, -4.280, 2.208], [-1.245, -2.069, 0.900], [-1.602, -2.567, -0.167], [-0.173, -5.551, 2.715], [-3.475, 3.568, 0.466], [-3.248, 4.623, 0.610], [7.322, 1.262, 1.002], [-2.644, -2.300, -0.959], [6.955, 1.539, 0.162], [-2.987, 1.383, -0.004], [-2.836, -2.892, -1.843], [-2.658, 0.063, -0.227], [6.675, 0.351, -0.812], [0.619, -3.936, 0.942], [7.557, 2.331, -0.574], [-1.216, -4.119, -0.368], [-1.230, 2.386, 1.270], [5.761, -0.529, -0.109], [0.785, 2.081, 2.607], [-3.967, -0.432, -1.978], [2.138, 1.199, 1.143], [4.320, -0.093, 0.352], [6.092, 0.608, -1.661], [2.827, 1.199, 1.757], [-0.295, -4.636, 0.552], [-4.484, 3.022, -0.392], [6.144, 1.915, 0.453], [7.572, -0.246, -1.135], [-2.501, 2.367, 0.643], [1.224, 0.539, -2.165], [-4.137, -1.252, -2.723], [3.330, -0.052, -0.473], [-0.878, -4.891, 1.859], [6.080, -1.137, 0.699], [5.440, -1.510, -0.755], [-0.012, 1.339, -0.724], [1.154, 1.005, -0.989], [-0.925, 1.616, -1.175], [-5.010, 1.213, -0.761], [0.877, 2.046, 1.592], [0.054, -5.274, 0.081], [-3.040, -1.020, -0.932]], "forces_ev_per_a": [[-0.7532, 0.7271, 7.7747], [7.1087, -1.3280, 9.8241], [0.6237, 0.9509, 1.4194], [1.6117, 1.9913, 1.0569], [-0.3840, -1.4058, -2.1650], [0.8997, -1.7414, -2.1148], [-2.8301, -2.5312, -4.9979], [10.9031, -4.3366, 0.4862], [-8.5848, 12.0217, 6.9209], [2.2974, 11.6897, 9.7235], [-0.6800, -11.5209, -5.0458], [-1.7378, 2.4251, -2.6362], [0.4064, -3.9734, -2.8068], [-0.3404, -0.4453, -0.0827], [3.8779, -1.9546, 5.2028], [-0.0015, 0.5024, -2.4459], [4.9811, 0.2897, -10.7764], [-5.6444, -2.9171, -2.0183], [-0.2253, -0.3062, 0.2965], [6.2896, -5.7659, 7.4946], [0.1319, 0.8683, 1.5204], [-1.5194, -0.6594, -2.0199], [-1.1992, -1.6757, 2.7869], [-0.7588, 4.1255, -0.0109], [-8.5454, 2.5486, 1.3655], [-4.1930, -6.4034, -1.5317], [-0.7105, 1.0033, 2.5371], [0.3401, -5.6548, -1.9266], [-11.7913, 4.1235, -6.5808], [1.9197, 0.1496, 0.7393], [0.0591, 0.8941, -1.1721], [6.8921, -0.7977, 5.7359], [-2.3133, 13.0742, 7.8863], [1.7434, 4.7203, 4.8206], [-7.0460, 3.5224, 1.4997], [-0.8227, 0.6255, 0.4705], [1.2827, 7.4174, 2.2724], [0.2913, 1.2336, 3.2705], [0.5922, 3.5738, 3.1284], [1.8885, 0.2867, -11.3425], [6.5752, -18.3556, -4.2124], [0.5902, 0.6438, 1.6188], [0.7547, 2.5963, 0.6472], [-8.8558, 7.1164, 6.5409], [1.1904, -4.3172, -11.6656], [-0.2643, -0.8815, -2.4199], [0.4404, -0.6076, -0.4566], [3.3330, -4.4442, -7.0666], [6.1828, -11.4539, -6.9801], [-4.0061, 4.3562, -4.5645]], "total_energy_ha": -1298.36209, "gap_ev": 7.66, "e_above_lowest_ev": 23.875}